Record 1
Molecular formula: C18H8AuF7NS
Method: DFT, ωB97M-V with the def2-TZVPD basis set

```
36
Properties=species:S:1:pos:R:3:forces:R:3:mulliken_charge:R:1
Au 0.922878 -0.513337 -1.304482 0.2 -0.9 1.4 0.3276
F 1.328397 -3.178633 6.739287 0.4 0.3 0.0 -0.3490
C 0.618627 -2.837977 5.639613 0.1 0.3 -0.2 0.7096
C 0.889670 -1.642794 4.934266 0.4 -1.1 1.1 -0.3559
F 1.926927 -0.878624 5.376111 -0.6 -0.2 -0.3 -0.3239
C 0.158009 -1.348490 3.809694 0.2 0.8 -0.3 0.3690
F 0.420489 -0.150904 3.148569 -0.1 -1.3 0.7 -0.2566
C -0.858175 -2.201894 3.341963 1.5 -0.6 2.2 -0.0044
S -1.624009 -1.955175 1.931921 -1.7 0.8 -2.8 -0.4944
C -1.138884 -3.327829 4.172648 -1.2 0.2 0.4 0.4566
F -2.367122 -3.896547 4.041572 0.5 -0.5 -0.4 -0.3039
C -0.412424 -3.709683 5.275226 1.3 2.2 -0.5 -0.1231
F -0.611488 -4.770035 6.039848 -0.6 -0.6 0.1 -0.3009
F 0.762726 -0.086916 -6.764409 0.2 -0.2 -0.5 -0.3181
C 0.555219 0.496062 -5.588375 0.2 -1.0 2.3 0.5226
C 0.845996 -0.223092 -4.377237 0.9 -0.3 -1.1 -0.3023
C 0.622238 0.345175 -3.139363 -0.6 1.6 -1.5 -0.3938
C 0.059328 1.671283 -3.071817 0.2 -1.3 -1.8 -0.6853
C -0.163609 2.313905 -4.299656 0.1 0.9 1.4 0.4509
F -0.561772 3.640234 -4.283738 0.1 -0.8 -0.2 -0.3373
C 0.068179 1.777116 -5.543825 0.1 0.5 -0.8 -0.7191
C -0.347329 2.129630 -1.763118 -0.3 0.1 1.3 1.4986
C -1.070959 3.273157 -1.492625 -0.3 1.6 -0.2 -0.5000
C -1.443604 3.601095 -0.180494 0.1 0.5 -1.5 -0.3331
C -1.064978 2.812099 0.848873 1.5 -2.4 1.5 -0.6557
C -0.324821 1.625978 0.584806 -0.8 0.2 -2.8 -0.3727
N -0.038688 1.289081 -0.752256 -0.5 1.1 3.0 -0.2580
H 1.409239 -1.197175 -4.387444 -0.9 0.9 -0.4 0.3049
H -0.039316 2.408311 -6.442286 -0.1 -0.6 0.6 0.4032
H -1.254720 3.997080 -2.308802 -0.1 -0.7 0.7 0.3635
H -1.999089 4.504760 0.018737 -0.1 0.1 -0.1 0.4124
H -1.268184 3.007612 1.902401 -0.2 0.2 -0.4 0.3949
H -0.101167 0.869912 1.351202 0.0 0.4 -0.5 0.5934
C 1.812154 -2.305633 -1.268716 -0.1 -0.7 0.5 -1.0278
H 1.550956 -2.982961 -0.420511 0.3 0.5 -0.7 0.2829
H 2.739308 -2.554803 -1.767580 0.0 -0.1 -0.1 0.3252
```
Forces are in eV/Å.

Computed properties:
Frontier orbital gap (alpha / beta), eV: 5.665 / 5.383
Multiplicity: 3
Total charge: -1
Relative energy (zero: lowest compared OMol25 entry of this formula, charge and spin), kJ/mol: 37.5
Electronic energy, eV: -53832.19191

***

Record 2
Molecular formula: C39H29BrF3N5OSSbTc
Method: DFT, ωB97M-V with the def2-TZVPD basis set

```
81
Properties=species:S:1:pos:R:3:forces:R:3:mulliken_charge:R:1
Tc -1.034789 0.356852 0.287187 0.0 0.0 -0.2 -0.2324
O 0.094782 -0.311353 1.837206 0.0 0.0 0.2 -0.4993
N 0.018894 -1.616170 2.189102 0.1 0.0 0.0 0.9142
C 0.786259 -1.985902 3.234913 0.0 -0.1 0.0 -0.4173
C 0.746281 -3.277221 3.688706 0.0 0.1 0.0 -0.8965
C -0.101333 -4.187816 3.055606 0.1 0.0 0.1 -0.3833
C -0.865110 -3.780052 1.986771 0.0 0.0 0.0 -1.1941
C -0.798096 -2.461555 1.539493 -0.1 0.0 0.0 1.0611
S -1.696452 -1.856887 0.173191 0.0 -0.1 0.1 -0.4555
H 1.388539 -1.191123 3.647364 0.0 0.0 0.0 0.5724
H 1.363914 -3.559971 4.527089 0.0 0.0 0.0 0.5073
H -0.156593 -5.209970 3.403075 0.0 0.0 0.0 0.4828
H -1.523245 -4.466057 1.472985 0.0 0.0 0.0 0.5442
C -4.077964 -0.343056 5.078118 0.0 0.0 0.0 -0.4845
C -3.394059 0.853879 5.260690 0.0 0.0 0.0 -0.7252
C -2.702375 1.433355 4.212508 -0.1 -0.2 0.1 -0.5689
C -2.701081 0.793265 2.974571 0.2 0.1 -0.2 0.7133
C -3.371702 -0.405939 2.782850 -0.1 0.0 0.1 0.1908
C -4.068596 -0.969304 3.841841 0.0 0.0 0.0 -1.2671
N -1.990245 1.390855 1.867121 -0.5 0.2 0.3 1.4785
N -1.825291 2.623867 2.001441 0.1 0.0 -0.1 -1.0703
C -1.041008 3.226447 1.019108 -0.2 0.0 0.2 -0.0191
C -0.932189 4.608827 1.059879 0.1 -0.1 -0.1 -0.4192
C -0.159789 5.232144 0.095682 -0.1 -0.1 0.1 -0.6806
C 0.461650 4.439722 -0.857865 0.0 0.0 0.0 -1.0789
C 0.307690 3.066888 -0.812653 0.1 -0.1 -0.1 -0.4264
N -0.426232 2.440733 0.115762 -0.1 0.1 0.1 0.8555
H -4.617822 -0.783411 5.904389 0.0 0.0 0.0 0.4390
H -3.397380 1.337893 6.227442 0.0 0.0 0.0 0.4151
H -2.164023 2.356881 4.357386 0.0 0.0 0.0 0.5120
H -3.381524 -0.886838 1.817805 0.0 0.0 0.0 0.3098
H -4.610226 -1.892847 3.695751 0.0 0.0 0.0 0.4697
H -1.454882 5.148540 1.835116 0.0 0.0 0.0 0.6125
H -0.045303 6.306770 0.090276 0.0 0.0 0.0 0.4513
H 1.079930 4.871225 -1.631677 0.0 0.0 0.0 0.5555
H 0.812259 2.442587 -1.534941 0.0 0.0 0.0 0.4936
Br -6.669182 1.022787 -1.072303 0.0 0.0 0.0 -0.1215
C -4.895445 1.116162 -1.660130 0.1 0.0 0.0 -0.5509
C -4.582972 1.446006 -2.969984 -0.1 0.0 0.0 -0.1748
C -3.248411 1.496792 -3.335658 0.1 0.0 0.1 -1.0190
C -2.278861 1.217190 -2.390894 -0.1 0.0 -0.1 -0.6379
N -2.582803 0.902463 -1.123752 0.2 -0.1 -0.1 0.4150
C -3.869931 0.852730 -0.764544 -0.1 0.1 0.0 -0.0068
H -5.366976 1.654590 -3.684703 0.0 0.0 0.0 0.4889
H -2.957119 1.741961 -4.346413 0.0 0.0 0.0 0.5239
H -1.228344 1.223771 -2.646677 -0.1 0.0 0.0 0.7312
H -4.087629 0.603224 0.264561 0.0 0.0 0.0 0.3152
F 5.665550 3.540084 0.270479 0.0 0.0 0.0 -0.3296
C 4.702582 2.672017 -0.038623 0.0 0.0 0.0 0.1592
C 3.794721 2.312163 0.944935 0.1 0.0 -0.1 -0.6581
C 2.789833 1.420812 0.614472 -0.1 0.0 0.1 -0.2401
C 2.699149 0.896458 -0.675773 0.2 0.0 0.0 -0.0312
C 3.636563 1.267836 -1.635559 0.0 0.0 -0.1 -0.6974
C 4.647154 2.164966 -1.324249 0.0 0.0 0.1 -0.7552
Sb 1.149986 -0.446915 -1.128088 0.0 0.1 0.0 2.6430
C 1.938330 -2.250951 -0.422419 0.0 -0.2 -0.1 0.2900
C 3.136045 -2.252118 0.288682 0.0 0.1 0.1 -0.4663
C 3.684261 -3.441370 0.740265 0.0 -0.1 0.0 -0.8286
C 3.022864 -4.622275 0.455241 0.0 0.0 0.0 0.1888
F 3.541150 -5.770875 0.891746 0.0 0.0 0.0 -0.3419
C 1.843259 -4.658859 -0.268982 0.1 0.0 0.1 -0.7732
C 1.302387 -3.460526 -0.702393 0.0 0.0 0.0 -0.4880
C 1.261258 -0.604769 -3.211487 -0.1 0.0 -0.2 0.4197
C 1.595531 -1.806314 -3.827898 0.1 -0.1 0.0 -0.5449
C 1.658517 -1.896997 -5.209137 0.0 0.1 -0.1 -0.7190
C 1.383313 -0.768883 -5.959272 0.0 0.0 0.0 0.1116
F 1.442963 -0.847689 -7.286637 0.0 0.0 0.0 -0.3077
C 1.050096 0.445764 -5.380050 0.0 -0.1 0.0 -0.7820
C 0.987739 0.512815 -3.999664 0.0 0.1 0.0 -0.1520
H 3.892302 2.728278 1.937701 0.0 0.0 0.0 0.5125
H 2.073976 1.131421 1.376343 0.0 0.0 0.0 0.3547
H 3.590595 0.860812 -2.638523 0.0 0.0 0.0 0.4633
H 5.387302 2.468075 -2.050987 0.0 0.0 0.0 0.4862
H 3.657242 -1.325496 0.495626 0.0 0.0 0.0 0.4966
H 4.613371 -3.469351 1.292085 0.0 0.0 0.0 0.5173
H 1.376068 -5.609520 -0.483395 0.0 0.0 0.0 0.5204
H 0.379132 -3.480391 -1.269415 0.0 0.0 0.0 0.5840
H 1.827685 -2.685775 -3.240370 0.0 0.0 0.0 0.4421
H 1.921187 -2.817823 -5.709978 0.0 0.0 0.0 0.5007
H 0.854360 1.303158 -6.007576 0.0 0.0 0.0 0.5235
H 0.738314 1.469304 -3.549891 0.0 0.0 0.0 0.1780
```
Forces are in eV/Å.

Computed properties:
Frontier orbital gap (alpha / beta), eV: 6.630 / 6.941
Multiplicity: 3
Total charge: +2
Relative energy (zero: lowest compared OMol25 entry of this formula, charge and spin), kJ/mol: 46.5
Electronic energy, eV: -148163.70846

***

Record 3
Molecular formula: C2H3BrClF
Method: DFT, ωB97M-V with the def2-TZVPD basis set

```
8
Properties=species:S:1:pos:R:3:forces:R:3:mulliken_charge:R:1
F -0.615271 0.005399 -1.637870 -0.4 -0.3 0.2 -0.2441
C -0.877284 0.036953 -0.285012 1.6 1.5 0.6 -0.2380
C 0.634955 0.081723 0.416579 -1.0 0.5 0.9 -0.1939
Cl 1.739892 1.327687 -0.308460 -0.8 -1.1 0.1 -0.1314
Br 1.327314 -1.849132 0.347169 -0.4 1.7 -0.1 -0.1090
H -1.621557 0.930013 -0.114525 1.8 -1.5 0.1 0.2553
H -1.284348 -0.908933 0.061022 -0.3 0.0 -0.2 0.2906
H 0.696301 0.376289 1.521097 -0.6 -0.8 -1.7 0.3706
```
Forces are in eV/Å.

Computed properties:
Frontier orbital gap, eV: 10.856
Total charge: 0
Relative energy (zero: lowest compared OMol25 entry of this formula, charge and spin), kJ/mol: 79.0
Electronic energy, eV: -87404.06238
SMILES: FC[C@H](Cl)Br

***

Record 4
Molecular formula: C5H10NO4S
Method: DFT, ωB97M-V with the def2-TZVPD basis set

```
21
Properties=species:S:1:pos:R:3:forces:R:3:mulliken_charge:R:1
C 4.510469 0.527808 -0.049397 -0.3 0.2 0.1 0.5532
C -0.587072 -0.602756 -0.939900 -0.2 0.2 -0.1 -1.2998
C -1.247571 -1.000058 1.526791 0.0 0.0 -0.1 -1.3311
C 3.009029 0.761981 0.372682 -0.1 0.5 -1.1 -0.0355
C -0.866094 -0.068143 0.422584 0.4 1.3 0.8 0.6875
N 2.385324 1.649880 -0.312087 0.6 -0.6 0.5 -0.0784
O 4.888275 1.377226 -0.868181 0.1 0.3 -0.3 -0.7330
O -0.139924 2.265255 -0.286716 0.1 0.8 -0.5 -0.8215
O 5.062512 -0.453276 0.440869 -0.1 -0.3 0.3 -0.6638
O -2.590315 2.219158 0.276390 0.4 -0.2 0.4 -0.6149
S -0.961412 1.556483 0.771453 -0.7 -2.0 -0.1 0.3175
H 0.191946 -1.372398 -0.915567 0.0 0.0 0.0 0.2737
H -0.248012 0.213167 -1.579648 0.0 -0.1 -0.1 0.3019
H -1.479451 -1.049578 -1.400017 0.0 -0.1 -0.1 0.3376
H -1.383816 -0.431199 2.445662 -0.1 -0.1 0.2 0.3386
H -2.178585 -1.541695 1.320747 -0.1 -0.1 0.1 0.2981
H -0.468775 -1.750897 1.696892 0.0 -0.1 0.1 0.2841
H 2.489021 0.149403 1.097584 -0.1 0.1 0.1 0.4236
H 3.025215 2.115004 -0.973966 0.0 -0.2 0.2 0.2679
H 1.341156 1.891523 -0.279407 -0.2 -0.1 0.2 0.2328
H -2.425798 2.766023 -0.491184 0.1 0.3 -0.4 0.2615
```
Forces are in eV/Å.

Computed properties:
Frontier orbital gap, eV: 6.852
Total charge: -1
Relative energy (zero: lowest compared OMol25 entry of this formula, charge and spin), kJ/mol: 89.8
Electronic energy, eV: -25862.43587

***

Record 5
Molecular formula: C9H14BrN2O8PReSe4Te
Method: DFT, ωB97M-V with the def2-TZVPD basis set

```
41
Properties=species:S:1:pos:R:3:forces:R:3:mulliken_charge:R:1
Re -1.170370 -0.034698 2.174713 0.5 0.4 -0.1 0.2077
Se 0.433752 -0.623013 3.727568 0.0 0.0 -0.2 -0.0863
Se 1.866295 1.219392 4.379848 0.1 -0.1 -0.1 -0.3190
Te 0.134049 2.989129 4.448552 -0.1 0.0 -0.1 -0.0017
Se -0.852921 2.413991 2.181040 0.0 0.1 0.1 -0.3954
N 1.213489 3.410078 -0.459954 0.0 -0.3 0.0 -0.1879
C 2.429222 2.967395 0.295963 -0.1 -0.1 0.0 -0.2413
P 2.990427 1.433333 -0.597597 -0.3 0.3 -0.3 0.7932
O 4.416173 1.325782 -0.993375 0.1 0.1 0.1 -0.8217
O 1.863121 1.230661 -1.578134 0.3 -0.1 0.2 -0.7775
C 2.796781 0.209366 0.735327 -0.1 -0.1 0.2 0.2468
N 3.249426 -1.065730 0.089731 -0.3 0.0 0.2 -0.1070
H 1.397228 4.199079 -1.070927 -0.1 0.0 0.0 0.3727
H 0.426117 3.596847 0.167839 -0.1 -0.1 0.0 0.1258
H 0.997124 2.544778 -1.063512 -0.1 0.3 0.0 0.3636
H 2.080796 2.661571 1.285660 0.0 0.1 0.1 -0.1029
H 3.151424 3.770408 0.406739 0.0 0.0 -0.1 0.4461
H 1.762660 0.072410 1.034126 0.0 0.1 0.1 -0.5275
H 3.410553 0.450162 1.601165 0.1 -0.1 -0.1 0.3825
H 3.620379 -1.725685 0.768742 -0.1 -0.1 -0.1 0.3742
H 3.969272 -0.836207 -0.608033 0.1 0.0 0.0 0.3770
H 2.407307 -1.468268 -0.358770 0.4 -0.2 -0.1 0.0242
Br 0.604887 -3.044668 -0.635105 -0.2 0.3 0.0 -0.1908
C -0.970024 -2.383982 -1.512783 0.0 -0.3 0.0 0.5877
C -1.632004 -3.374842 -2.228191 0.0 0.0 0.0 -0.7043
C -2.794546 -3.078160 -2.915027 0.0 0.1 0.0 -0.5437
C -3.294012 -1.783335 -2.895731 0.0 -0.1 0.0 -0.7316
C -2.618687 -0.806082 -2.194675 0.1 0.0 0.0 -0.5473
C -1.446619 -1.081362 -1.482562 -0.1 0.2 -0.2 0.7178
C -0.892387 0.099836 -0.745155 0.2 -0.1 0.2 0.5802
O -0.997428 1.227617 -1.141858 -0.1 0.1 0.0 -0.6555
O -0.301514 -0.212940 0.419412 -0.1 -0.1 0.3 0.7092
H -1.231046 -4.378186 -2.240901 0.0 0.0 0.0 0.3966
H -3.305542 -3.860551 -3.460035 0.0 0.0 0.0 0.3902
H -4.207161 -1.537724 -3.420352 0.0 0.0 0.0 0.3969
H -2.992745 0.206758 -2.155962 0.0 0.0 0.0 0.4217
O -4.960718 -1.608013 2.098546 -0.2 -0.1 0.0 -0.6371
Se -3.487308 -1.054150 1.965607 -0.2 -0.1 0.0 1.1873
O -2.839725 -0.085003 3.249651 -0.1 0.1 0.0 -0.5407
O -2.156539 -2.052460 1.909636 0.1 -0.1 0.0 -0.4938
O -3.069186 0.066464 0.818775 0.0 0.0 0.0 -0.4886
```
Forces are in eV/Å.

Computed properties:
Frontier orbital gap (alpha / beta), eV: 6.223 / 6.724
Multiplicity: 2
Total charge: 0
Relative energy (zero: lowest compared OMol25 entry of this formula, charge and spin), kJ/mol: 144.5
Electronic energy, eV: -379060.48381

***

Record 6
Molecular formula: C6H11Br2ClFNO4PS
Method: DFT, ωB97M-V with the def2-TZVPD basis set

```
28
Properties=species:S:1:pos:R:3:forces:R:3:mulliken_charge:R:1
C 4.440661 0.921266 -0.736635 0.3 0.4 0.1 -0.6838
O 3.265864 0.986714 -1.563280 0.0 -0.3 0.2 -0.3448
C 2.234556 0.161487 -1.231033 0.4 0.3 -1.0 -0.3856
S 0.936343 1.202472 -0.337046 1.1 0.1 1.0 -0.0060
C 0.321515 2.275809 -1.722381 0.1 -0.1 0.0 0.6036
O -0.356848 1.827581 -2.582880 -0.1 -0.4 -0.4 -0.4774
N 0.788862 3.564636 -1.618063 -0.6 -0.1 0.3 -0.1655
C 0.730253 4.101980 -0.277148 0.7 0.1 0.3 0.4334
O -0.252647 4.272751 0.340100 -0.2 0.1 0.0 -0.3679
F 1.942068 4.358651 0.194368 -0.3 -0.1 -0.4 -0.1809
P -0.871450 0.049643 0.375326 -1.9 -0.1 0.2 0.5154
O -0.997138 -1.067829 -0.821172 1.6 1.3 -0.5 -0.4364
Cl -0.052233 -0.665154 2.163420 1.5 1.0 -1.0 -0.1431
H 5.258091 0.518476 -1.331093 -0.1 -0.1 0.0 0.2709
H 4.714088 1.928596 -0.428938 -0.1 0.0 0.0 0.2605
H 4.286195 0.322740 0.159523 -0.1 -0.1 0.0 0.3658
H 1.762199 -0.176531 -2.153748 -0.2 -0.1 0.2 0.4213
H 2.497121 -0.670630 -0.578832 -0.2 0.0 0.2 0.4498
H 0.239567 4.147181 -2.251617 0.3 0.1 -0.1 0.3605
H -0.915298 -0.631589 -1.689268 0.1 0.0 -0.1 0.3791
Br -1.996601 -2.381296 1.070883 -2.1 -2.1 1.0 -0.0241
C -3.839757 -2.982711 1.395304 -0.1 0.2 0.0 -0.5934
C -3.945477 -3.746216 2.686327 0.0 -0.3 0.0 -0.6069
Br -3.217876 -5.535928 2.511587 0.1 0.0 0.0 -0.1089
H -4.134769 -3.567697 0.531241 0.0 -0.1 0.0 0.3791
H -4.433354 -2.072334 1.435765 0.0 0.0 0.0 0.3632
H -4.990157 -3.875173 2.958298 0.0 0.0 0.0 0.3640
H -3.413777 -3.266895 3.500995 0.0 0.1 0.0 0.3578
```
Forces are in eV/Å.

Computed properties:
Frontier orbital gap, eV: 8.360
Total charge: +1
Relative energy (zero: lowest compared OMol25 entry of this formula, charge and spin), kJ/mol: 0.0
Electronic energy, eV: -191521.37077

***

Question: Which of these has the highest electronic energy?
Answer: C5H10NO4S

***

Question: What is the total charge in the third record?
Answer: 0